# 1
# H4NO2SSi

A cluster of 2 separate species, H4NO2SSi in total in a non-equilibrium geometry (ωB97M-V with the def2-TZVPD basis set, the Open Molecules 2025 dataset).

Each line ends with the Mulliken charge.
Element x y z (Å)
N: 2.73313 -1.29892 -0.18333  -0.565
O: 4.05910 0.79760 -0.52162  -0.502
O: 0.34324 1.14555 0.22116  -0.578
Si: -0.43416 0.08022 -0.59243  0.291
S: 2.91646 0.23089 0.15096  0.670
H: 1.75264 -1.51558 -0.07530  0.288
H: -1.75104 0.02969 -1.04802  -0.231
H: 0.06986 -0.30303 -1.90671  -0.174
H: -0.23757 -1.25642 0.17926  -0.198

Properties
Multiplicity   1
Net charge   -1
Energy relative to the best compared isomer or geometry (same formula, charge and spin)   1.471 eV

# 2
# C24H33N2O6PdSeSi

A structure of composition C24H33N2O6PdSeSi (ωB97M-V with the def2-TZVPD basis set, the Open Molecules 2025 dataset).

Each line ends with the Mulliken charge.
Element x y z (Å)
Pd: -0.52826 -0.09493 1.11558  0.414
C: 0.13602 0.24988 3.00359  -1.301
Si: 0.73731 1.98198 3.09681  -0.006
C: -0.11368 2.79997 1.61159  -0.691
N: -0.08309 1.86715 0.44583  0.473
C: 1.24148 1.90493 -0.27354  0.027
C: 1.18434 2.63465 -1.61423  -0.722
C: 0.37656 3.92074 -1.49475  -0.694
C: -1.07241 3.59366 -1.08796  -0.662
C: -1.18340 2.18547 -0.50413  -1.012
C: 0.23991 2.95898 4.63478  0.469
C: 1.15350 3.32010 5.62750  -0.200
C: 0.74773 3.99036 6.77472  -0.699
C: -0.58880 4.31527 6.95392  -0.364
C: -1.51673 3.95936 5.98495  -0.725
C: -1.10351 3.28801 4.84324  -0.411
C: 2.60537 2.11586 2.89636  0.201
C: 3.26424 3.34871 2.95014  0.269
C: 4.62322 3.45113 2.69032  -0.772
C: 5.35260 2.31496 2.36101  -0.413
C: 4.71875 1.08309 2.29806  -0.591
C: 3.36002 0.98884 2.56937  -0.189
H: -0.75692 0.08119 3.61409  0.432
H: 0.88075 -0.48910 3.31326  0.643
H: 0.25826 3.79439 1.33852  0.068
H: -1.16703 2.91570 1.88779  0.674
H: 1.60261 0.88567 -0.40804  -0.358
H: 1.95149 2.41657 0.37479  0.106
H: 0.74702 1.99008 -2.38085  0.343
H: 2.21037 2.83900 -1.92713  0.509
H: 0.39748 4.48229 -2.43065  0.447
H: 0.84599 4.55947 -0.74041  0.252
H: -1.73346 3.63680 -1.95663  0.449
H: -1.44641 4.33510 -0.37900  0.232
H: -1.16292 1.42999 -1.28642  0.504
H: -2.12854 2.03730 0.01827  0.410
H: 2.20131 3.07080 5.50588  0.337
H: 1.47692 4.25742 7.53021  0.384
H: -0.90788 4.83817 7.84723  0.360
H: -2.56413 4.19937 6.12106  0.388
H: -1.84933 3.00472 4.10776  0.283
H: 2.70519 4.24725 3.19414  0.442
H: 5.11321 4.41656 2.73693  0.377
H: 6.41150 2.39377 2.14608  0.366
H: 5.26810 0.19374 2.01716  0.450
H: 2.87764 0.02430 2.48607  -0.084
O: 3.58533 -3.10062 1.25322  -0.612
C: 2.82726 -2.27097 0.52716  -0.129
O: 3.22348 -1.18878 0.16738  -0.571
C: 1.45093 -2.82501 0.21760  2.406
N: 1.30572 -4.19599 0.75428  -0.714
C: 0.96362 -5.07922 -0.38086  -0.844
C: 0.32457 -4.16468 -1.41932  -0.238
C: 1.16965 -2.89806 -1.29389  -0.822
H: 0.70918 -2.18472 0.70464  -0.688
H: 0.53068 -4.18780 1.40697  0.326
H: 2.98978 -3.88029 1.39397  0.493
H: 0.31310 -5.88492 -0.04121  0.393
H: 1.88072 -5.53057 -0.77379  0.313
H: -0.71199 -3.94715 -1.15254  0.008
H: 0.34172 -4.58641 -2.42605  0.423
H: 0.65483 -2.00432 -1.63907  0.124
H: 2.10875 -3.00527 -1.84575  0.448
O: -1.30343 -1.93151 1.61962  -0.772
Se: -2.49292 -1.79296 0.39968  1.243
O: -3.80220 -1.03385 0.95546  -0.721
O: -1.62347 -0.78017 -0.63094  -0.748
O: -2.75809 -3.24531 -0.24962  -0.734

Properties
Multiplicity   1
Net charge   -1
Energy relative to the best compared isomer or geometry (same formula, charge and spin)   0.000 eV

# 3
# C16H26N2O4S2

The molecule C16H26N2O4S2 in a non-equilibrium geometry (ωB97M-V with the def2-TZVPD basis set, the Open Molecules 2025 dataset).

Each line ends with the Mulliken charge.
Element x y z (Å)
O: -3.14138 2.05348 -0.14129  -0.614
O: -0.89583 1.97545 2.12056  -0.584
O: -3.41446 -0.19898 0.17867  -0.328
O: 0.32214 2.71609 0.36288  -0.251
S: -1.12593 -1.63518 -0.98878  -0.069
S: 1.20965 -0.39533 0.31410  -0.137
C: -2.66959 0.95906 0.03376  0.281
C: -0.63891 1.96734 0.92363  -0.073
C: -0.48153 -0.22710 -0.14513  0.988
C: -1.21652 0.89308 0.22134  0.060
N: 1.15120 -2.01558 -2.51978  0.105
N: 2.73851 -2.68659 -0.17198  -0.040
C: 0.33723 -2.04304 -3.75678  -1.045
C: 3.59928 -2.62903 1.01788  -0.899
C: -5.46460 -0.75107 2.45774  -1.195
C: 3.27775 4.84669 1.47821  -1.164
C: -4.84997 -0.07780 0.07895  -0.589
C: 1.11118 3.58081 1.21200  -0.569
C: 2.49367 -2.61350 -2.66057  -0.663
C: 3.35804 -2.28557 -1.46022  -0.572
C: 0.47697 -2.49152 -1.24250  -0.566
C: 1.36229 -2.21125 -0.01353  -0.547
C: -5.44515 0.37427 1.43466  -0.264
C: 2.38197 4.04955 0.49590  -0.187
H: -0.46234 -1.27397 -3.76655  0.252
H: 0.89414 -1.80977 -4.62113  0.399
H: -0.14504 -3.03813 -3.89234  0.337
H: 3.60508 -1.60148 1.37750  0.328
H: 4.63870 -2.91406 0.77026  0.356
H: 3.24541 -3.29426 1.81678  0.271
H: -5.78073 -0.39313 3.43670  0.355
H: -4.46567 -1.13630 2.60748  0.286
H: -6.13478 -1.53589 2.15262  0.344
H: 3.61013 4.24161 2.32367  0.328
H: 2.63285 5.68800 1.88292  0.272
H: 4.13521 5.26105 0.95385  0.371
H: -5.25036 -1.10238 -0.10938  0.362
H: -5.14649 0.62539 -0.71649  0.333
H: 1.43160 3.05639 2.09354  0.325
H: 0.49220 4.44130 1.53725  0.308
H: 2.98608 -2.19149 -3.58063  0.393
H: 2.36568 -3.68968 -2.79430  0.349
H: 3.57684 -1.21028 -1.45479  0.267
H: 4.34247 -2.80327 -1.55691  0.472
H: 0.28709 -3.57483 -1.24212  0.507
H: 0.88425 -2.68885 0.83797  0.562
H: -6.43506 0.70962 1.19029  0.345
H: -4.82658 1.21633 1.81300  0.251
H: 2.94442 3.20404 0.06418  0.243
H: 2.09893 4.65976 -0.35307  0.307

Properties
Multiplicity   1
Net charge   0
Structure (SMILES)   CCCOC(=O)C(C(=O)OCCC)=C1S[C@@H]2[C@H](S1)N(C)CCN2C
Energy relative to the best compared isomer or geometry (same formula, charge and spin)   1.311 eV

# 4
# C34H71BrN7O6

A cluster of 6 separate species, C34H71BrN7O6 in total in a non-equilibrium geometry (ωB97M-V with the def2-TZVPD basis set, the Open Molecules 2025 dataset).

Each line ends with the Mulliken charge.
Element x y z (Å)
C: 3.71359 3.08431 0.05459  -0.396
C: 3.21056 4.25720 -0.98256  -0.596
N: 1.96744 3.91092 -1.77503  0.206
C: 2.04860 2.84575 -2.86509  -0.769
C: 0.87599 1.71623 -2.64973  0.131
C: 1.14367 0.17400 -3.15641  -0.962
C: 2.70978 -0.31598 -2.98610  0.333
C: 2.84051 -1.86408 -3.50330  0.045
C: 4.12368 -2.06900 -4.55639  -1.221
C: 2.82555 -3.00355 -2.32673  -0.531
C: 3.73700 -2.66219 -1.00819  0.653
C: 3.92643 -4.06236 -0.12287  -1.028
C: 3.40082 -4.07857 1.30054  0.503
C: 4.21011 -3.05866 2.34920  -0.441
C: 2.12713 -4.98452 1.80595  -0.774
C: 0.26207 1.98714 -1.14807  0.239
Br: 1.11684 0.62967 0.04911  0.142
C: -1.35607 1.91132 -0.89547  -0.693
C: -1.83760 2.31420 0.62092  -0.091
C: -3.22825 1.53212 1.00061  0.073
N: -3.44709 0.03356 1.00179  -0.399
O: -4.28593 2.32337 1.33275  -0.479
C: 0.68034 3.58021 -1.00065  -1.156
H: 3.76189 2.06884 -0.52509  0.017
H: 4.78082 3.37104 0.47838  0.409
H: 2.92027 2.98467 0.93540  0.086
H: 4.12125 4.60190 -1.67290  0.352
H: 2.97168 5.20955 -0.30597  0.347
H: 1.73188 4.84046 -2.23702  0.495
H: 1.74208 3.46156 -3.83696  0.220
H: 3.13552 2.45668 -3.14587  0.317
H: 0.02138 2.08427 -3.39048  0.507
H: 0.84691 0.11148 -4.30946  0.333
H: 0.47300 -0.63561 -2.61245  0.167
H: 3.17137 -0.09494 -1.93438  -0.168
H: 3.33434 0.34501 -3.75933  0.107
H: 1.87643 -2.07152 -4.17663  0.267
H: 5.16215 -1.91818 -4.03877  0.128
H: 3.93992 -1.30706 -5.45195  0.336
H: 3.98716 -3.14614 -5.04304  0.420
H: 3.30261 -3.98453 -2.81195  0.301
H: 1.71451 -3.17816 -2.00024  0.179
H: 3.06644 -1.95951 -0.31415  -0.403
H: 4.74813 -2.11515 -1.22617  0.223
H: 4.47560 -5.02486 -0.54064  0.258
H: 5.31885 -2.95512 1.95657  0.268
H: 3.71296 -1.98944 2.19730  -0.203
H: 4.13492 -3.40902 3.46685  0.333
H: 1.22447 -4.23740 2.02191  0.011
H: 2.32822 -5.54243 2.83404  0.304
H: 1.71609 -5.73940 0.99066  0.301
H: -1.76074 0.84708 -1.17863  0.279
H: -1.84663 2.69960 -1.63924  0.387
H: -2.02573 3.48086 0.65636  0.302
H: -1.04765 2.07890 1.46493  0.215
H: -3.12246 -0.42580 1.88106  0.255
H: -3.06621 -0.43390 0.14923  0.255
H: 0.52994 4.09244 0.04301  0.253
H: -0.15590 4.12891 -1.65199  0.433
C: 8.30546 -2.62656 -2.50828  0.058
O: 7.16595 -2.44576 -2.09874  -0.555
N: 8.63918 -3.18578 -3.72332  0.134
C: 10.01590 -3.36524 -4.13390  -0.931
C: 7.58192 -3.60752 -4.61868  -0.798
H: 9.18508 -2.34237 -1.90775  0.268
H: 10.18458 -2.80665 -5.05899  0.333
H: 10.19666 -4.42975 -4.30860  0.334
H: 10.70618 -3.00524 -3.36614  0.294
H: 6.95494 -2.74423 -4.86110  0.214
H: 6.96695 -4.35907 -4.11452  0.286
H: 7.99911 -4.02915 -5.53742  0.383
C: -5.42124 6.38322 -1.07789  0.073
O: -4.20112 6.40999 -0.98038  -0.596
N: -6.27086 5.64317 -0.28362  0.224
C: -7.70709 5.66718 -0.46469  -0.780
C: -5.71214 4.81538 0.76516  -0.974
H: -5.95099 6.97544 -1.84194  0.259
H: -8.17395 6.02148 0.45877  0.281
H: -8.05236 4.65320 -0.68609  0.291
H: -7.98954 6.33008 -1.28709  0.316
H: -5.14923 5.44893 1.45718  0.295
H: -5.02824 4.08761 0.31815  0.291
H: -6.50445 4.29153 1.30712  0.292
C: -10.62599 2.66267 1.07846  0.094
O: -10.47753 3.61796 0.32729  -0.537
N: -9.69537 1.67112 1.30469  0.153
C: -9.94964 0.57174 2.21179  -0.917
C: -8.42318 1.72861 0.61508  -0.665
H: -11.55598 2.52103 1.65308  0.263
H: -9.19528 0.58508 3.00365  0.327
H: -9.88295 -0.36782 1.65578  0.326
H: -10.94319 0.65323 2.66097  0.300
H: -7.91808 2.66324 0.87677  -0.021
H: -8.60225 1.71520 -0.46425  0.292
H: -7.79367 0.87916 0.89446  0.429
C: -2.13157 -3.27504 1.81639  0.019
O: -1.89465 -2.08801 1.63270  -0.615
N: -2.62670 -3.82065 2.98153  0.158
C: -2.88023 -5.23953 3.11797  -0.987
C: -2.90279 -2.94986 4.10529  -0.691
H: -1.95806 -4.02561 1.02794  0.371
H: -3.94019 -5.38928 3.34234  0.358
H: -2.27161 -5.62995 3.93866  0.357
H: -2.62874 -5.77497 2.19840  0.298
H: -3.63962 -2.19996 3.80222  0.278
H: -1.97953 -2.43939 4.39549  0.061
H: -3.28840 -3.52343 4.95277  0.396
C: 0.11049 -0.89111 4.81107  0.266
O: -0.14786 -1.46356 5.86200  -0.646
N: 1.32411 -0.32306 4.48728  0.211
C: 1.54872 0.33771 3.21880  -0.151
C: 2.40967 -0.38798 5.44368  -1.049
H: -0.64264 -0.78437 4.01324  0.113
H: 2.36222 -0.17143 2.69414  -0.002
H: 1.82680 1.37869 3.40697  0.340
H: 0.64962 0.31316 2.59706  -0.226
H: 2.63115 -1.43731 5.66043  0.322
H: 2.09845 0.10492 6.36963  0.330
H: 3.30315 0.10272 5.04769  0.374

Properties
Multiplicity   1
Net charge   +1

# 5
# C14H13N5O4

The molecule C14H13N5O4 in a non-equilibrium geometry (ωB97M-V with the def2-TZVPD basis set, the Open Molecules 2025 dataset).

Each line ends with the Mulliken charge.
Element x y z (Å)
O: 1.81761 2.87245 -3.94939  -0.597
O: -1.73566 -1.07040 2.58694  -0.555
O: -1.15131 -5.18398 4.41750  -0.651
N: 2.17510 -0.75772 -2.08702  -1.201
N: -0.18528 1.43200 -0.27469  -0.492
O: 0.95240 3.84515 -2.02724  -0.297
C: 1.34120 2.79500 -2.82494  0.236
C: -0.99189 -1.46814 1.80501  0.353
C: -1.18013 -4.05725 3.91047  0.685
C: 2.20609 0.44685 -2.70060  -0.499
C: -0.70667 0.77862 0.73021  -0.361
C: 1.20746 -2.57708 0.36389  -0.979
C: 1.35514 1.46414 -2.24024  0.089
C: -0.23992 -0.61919 0.91797  0.114
C: 0.75290 0.87556 -1.11264  0.507
C: 0.77162 -1.10502 0.04598  0.989
C: 0.58824 -3.27982 1.35749  -0.002
N: -1.82324 -3.21072 4.78210  -0.364
N: 1.30963 -0.40137 -1.04476  0.543
N: -0.58181 -2.80928 1.92976  0.190
C: -1.46268 -3.80787 2.40770  -0.948
C: -0.69117 4.84333 -3.15214  -1.142
C: 0.66177 5.04985 -2.66046  -0.257
H: 2.78074 0.49486 -3.60440  0.564
H: -1.40155 1.14450 1.52085  0.444
H: 2.13311 -2.90982 -0.15157  0.375
H: 1.07119 -4.24723 1.57403  0.384
H: -2.22377 -2.25705 4.56120  0.222
H: -1.84183 -3.57302 5.71103  0.207
H: -1.32455 -4.73645 1.93201  0.409
H: -2.53595 -3.51713 2.32192  0.340
H: -0.77166 3.96242 -3.84422  0.284
H: -1.30394 4.77602 -2.29294  0.289
H: -1.07473 5.65166 -3.65897  0.477
H: 0.68794 5.84871 -1.91459  0.271
H: 1.41560 5.30743 -3.33526  0.374

Properties
Multiplicity   1
Net charge   0
Structure (SMILES)   CCOC(=O)c1cnn2c1ncc1c(=O)n(CC(N)=O)ccc12
Energy relative to the best compared isomer or geometry (same formula, charge and spin)   2.839 eV

# 6
# C19H22N2O5S

The molecule C19H22N2O5S in a non-equilibrium geometry (ωB97M-V with the def2-TZVPD basis set, the Open Molecules 2025 dataset).

Each line ends with the Mulliken charge.
Element x y z (Å)
C: -3.42302 -1.81908 2.38334  -1.084
H: -3.54283 -1.78546 3.46296  0.406
H: -2.39688 -2.09232 2.15036  0.229
H: -4.08110 -2.58874 1.98737  0.318
C: -3.76520 -0.45630 1.78218  -0.590
N: -3.55674 -0.41830 0.35669  0.397
S: -2.28346 0.43077 -0.25679  1.196
O: -1.94138 1.49687 0.64888  -0.810
O: -2.56854 0.75913 -1.62188  -0.748
C: -0.92518 -0.73560 -0.21783  0.632
C: -0.19510 -0.85775 0.94979  -0.566
C: 0.95580 -1.62128 0.95245  -0.455
C: 1.37720 -2.24302 -0.22059  -0.036
C: 0.57560 -2.20366 -1.35460  -0.796
C: -0.57944 -1.43788 -1.35442  -0.441
H: -1.18304 -1.32745 -2.24107  0.504
H: 0.89025 -2.72332 -2.24710  0.453
C: 2.76965 -2.80690 -0.28920  -0.050
O: 3.04623 -3.97011 -0.47392  -0.648
N: 3.71805 -1.84404 -0.11539  -0.091
C: 3.41929 -0.47637 0.08429  -0.432
C: 2.64012 0.19062 -0.85197  0.224
C: 2.11756 1.44331 -0.57229  0.180
C: 2.41521 2.05642 0.65198  0.404
C: 3.30953 1.44124 1.51942  -0.778
C: 3.80707 0.18123 1.24620  -0.578
H: 4.45782 -0.30873 1.95398  0.461
H: 3.56654 1.95250 2.43308  0.457
O: 1.83723 3.23691 1.02023  -0.478
C: 0.67942 3.54135 0.26140  0.018
C: 0.97040 3.36309 -1.22634  -0.560
H: 0.08835 3.58505 -1.82779  0.399
O: 1.31114 2.02007 -1.50634  -0.478
H: 1.80066 4.02064 -1.52063  0.317
H: 0.42830 4.57701 0.49192  0.336
H: -0.15035 2.88215 0.54908  -0.036
H: 2.38678 -0.26924 -1.79244  0.692
H: 4.67424 -2.15998 -0.02069  0.283
H: 1.55547 -1.69449 1.84694  0.463
H: -0.50123 -0.30436 1.82318  0.622
C: -4.57346 -0.91227 -0.54164  -0.615
C: -5.66437 0.12053 -0.81259  -1.115
H: -6.16007 0.41182 0.11036  0.293
H: -6.40563 -0.29013 -1.49308  0.411
H: -5.21590 1.00103 -1.26405  0.287
H: -5.00058 -1.82523 -0.11696  0.401
H: -4.07393 -1.16201 -1.47861  0.338
H: -4.80500 -0.20004 2.01156  0.375
H: -3.12383 0.31847 2.20538  0.288

Properties
Multiplicity   1
Net charge   0
Structure (SMILES)   CCN(CC)S(=O)(=O)c1ccc(C(=O)Nc2ccc3c(c2)OCCO3)cc1
Energy relative to the best compared isomer or geometry (same formula, charge and spin)   2.136 eV

Short version: frontier orbital gap = 8.2; 8.2; 8.7; 5.9; 8.4; 8.6 eV, in the order given.